(1)
{"formula": "C15H13N5", "method": "wB97M-V/def2-TZVPD", "symbols": ["N", "C", "N", "C", "N", "C", "C", "C", "C", "C", "C", "N", "C", "C", "C", "C", "C", "C", "C", "N", "H", "H", "H", "H", "H", "H", "H", "H", "H", "H", "H", "H", "H"], "positions_angstrom": [[3.623, -1.078, 3.026], [2.498, -0.510, 2.632], [2.181, 0.569, 3.193], [1.041, 1.146, 2.762], [0.654, 2.377, 3.092], [-0.407, 2.764, 2.247], [-1.187, 3.937, 2.222], [-2.025, 4.117, 1.104], [-2.235, 3.061, 0.120], [-1.656, 1.776, 0.327], [-0.679, 1.686, 1.365], [0.245, 0.707, 1.753], [0.544, -0.591, 1.202], [0.808, -0.673, -0.366], [-0.185, -1.371, -1.058], [0.148, -1.679, -2.404], [1.296, -1.239, -2.984], [2.178, -0.350, -2.385], [1.890, -0.049, -1.024], [1.773, -1.290, 1.787], [4.153, -1.451, 2.252], [4.174, -0.350, 3.495], [-1.148, 4.843, 2.874], [-2.392, 5.116, 0.914], [-2.741, 3.422, -0.794], [-2.030, 1.107, -0.472], [-0.260, -1.213, 1.438], [-1.131, -1.556, -0.535], [-0.410, -2.338, -3.063], [1.432, -1.540, -4.046], [3.047, -0.048, -2.993], [2.598, 0.430, -0.343], [1.666, -2.267, 2.127]], "smiles": "NC1=Nc2nc3ccccc3n2[C@@H](c2ccccc2)N1", "e_homo_ev": -7.7143, "homo_lumo_gap_ev": 8.133, "charge": 0, "energy_ha": -853.14474, "fmax_ev_per_a": 4.9}

=====

(2)
{"formula": "C15H14AsF6LiN5S", "method": "wB97M-V/def2-TZVPD", "symbols": ["Li", "N", "C", "S", "N", "N", "C", "C", "C", "C", "C", "C", "C", "C", "C", "C", "C", "C", "N", "H", "H", "H", "H", "H", "H", "H", "H", "H", "H", "H", "F", "As", "F", "F", "F", "F", "F", "C", "H", "H", "N", "C", "H"], "positions_angstrom": [[0.400, -0.757, 0.429], [-1.282, 3.985, -0.256], [-0.948, 2.604, -0.182], [-0.751, 1.977, -1.842], [-0.932, 2.104, 0.988], [-0.649, 0.806, 1.261], [-0.741, 0.522, 2.578], [-0.989, 1.556, 3.613], [-1.980, 1.384, 4.582], [-2.220, 2.342, 5.560], [-1.476, 3.514, 5.588], [-0.492, 3.706, 4.623], [-0.254, 2.746, 3.652], [-0.571, -0.841, 2.971], [-0.403, -1.248, 4.328], [-0.306, -2.575, 4.637], [-0.337, -3.539, 3.612], [-0.377, -3.064, 2.313], [-0.488, -1.784, 1.977], [-1.670, 4.252, -1.148], [-1.866, 4.250, 0.524], [-2.579, 0.480, 4.557], [-2.998, 2.175, 6.298], [-1.655, 4.262, 6.353], [0.100, 4.615, 4.630], [0.527, 2.897, 2.918], [-0.312, -0.502, 5.106], [-0.170, -2.881, 5.669], [-0.267, -4.598, 3.818], [-0.318, -3.756, 1.476], [2.202, -1.400, 0.413], [3.352, -0.629, 1.502], [4.517, -1.848, 1.086], [3.932, 0.342, 0.189], [4.512, 0.085, 2.580], [2.226, 0.619, 1.885], [2.761, -1.616, 2.785], [0.588, 0.737, -1.905], [0.964, 0.843, -2.940], [1.373, 1.063, -1.219], [-0.072, -1.437, -2.670], [0.084, -0.686, -1.630], [0.178, -0.927, -3.547]], "e_homo_ev": [0.4943, -0.6415], "homo_lumo_gap_ev": [4.311, 5.429], "charge": -2, "energy_ha": -4094.62576, "s_squared": 0.777, "spin_multiplicity": 2, "fmax_ev_per_a": 0.7}

=====

(3)
{"formula": "C15H14Cl5N3O4Pd", "method": "wB97M-V/def2-TZVPD", "symbols": ["Pd", "Cl", "C", "C", "C", "Cl", "C", "Cl", "C", "Cl", "C", "Cl", "C", "C", "C", "O", "C", "O", "O", "H", "H", "H", "H", "H", "H", "H", "C", "N", "C", "C", "C", "N", "C", "O", "N", "H", "H", "H", "H", "H", "H", "H"], "positions_angstrom": [[-0.060, -0.111, 0.045], [-1.069, 0.208, 2.613], [0.594, -0.343, 2.658], [1.176, -0.523, 1.417], [2.482, -0.960, 1.320], [3.163, -1.176, -0.258], [3.217, -1.216, 2.482], [4.834, -1.751, 2.363], [2.618, -1.026, 3.734], [3.509, -1.327, 5.157], [1.289, -0.587, 3.832], [0.534, -0.349, 5.342], [-2.917, -4.144, -0.854], [-1.732, -3.361, -0.491], [-0.370, -3.772, -0.843], [-1.834, -2.279, 0.209], [-1.181, -1.223, -3.221], [-1.952, -1.890, -3.762], [-0.411, -0.598, -2.612], [-2.876, -5.042, -0.221], [-2.857, -4.488, -1.886], [-3.855, -3.620, -0.678], [-0.144, -4.602, -0.155], [0.366, -2.981, -0.692], [-0.322, -4.184, -1.850], [-2.747, -2.050, 0.472], [-2.366, 3.955, -1.473], [-1.000, 3.568, -1.101], [0.028, 4.459, -1.111], [1.291, 4.101, -0.801], [1.529, 2.740, -0.450], [0.504, 1.884, -0.409], [-0.758, 2.265, -0.767], [-1.656, 1.405, -0.774], [2.747, 2.310, -0.150], [-2.418, 5.039, -1.493], [-3.062, 3.565, -0.736], [-2.614, 3.552, -2.453], [-0.233, 5.471, -1.388], [2.093, 4.822, -0.820], [3.537, 2.931, -0.201], [2.921, 1.330, 0.010]], "e_homo_ev": -14.2147, "homo_lumo_gap_ev": 6.343, "charge": 2, "energy_ha": -3473.53446, "fmax_ev_per_a": 0.9}

=====

(4)
{"formula": "C15H14Cl8F9GeORhSeSi", "method": "wB97M-V/def2-TZVPD", "symbols": ["Rh", "F", "C", "F", "F", "C", "O", "C", "F", "F", "F", "C", "F", "F", "F", "C", "Ge", "C", "C", "C", "Se", "C", "H", "H", "H", "H", "H", "H", "H", "H", "H", "H", "H", "H", "H", "H", "Cl", "C", "C", "C", "Cl", "C", "Cl", "C", "Cl", "C", "Cl", "Cl", "Si", "Cl", "Cl"], "positions_angstrom": [[0.849, 0.380, 0.323], [-2.417, 3.916, 0.777], [-1.793, 3.520, 1.889], [-2.564, 2.613, 2.481], [-1.686, 4.572, 2.717], [-0.398, 2.929, 1.531], [-0.608, 1.794, 0.828], [0.422, 4.006, 0.706], [0.557, 3.597, -0.557], [-0.133, 5.215, 0.689], [1.678, 4.172, 1.189], [0.362, 2.519, 2.815], [1.236, 0.138, 6.312], [0.819, 3.496, 3.603], [-0.400, 1.706, 3.551], [6.347, 3.328, 1.810], [4.915, 2.055, 1.458], [5.564, 0.233, 1.679], [4.085, 2.446, -0.266], [3.460, 2.383, 2.771], [1.912, 1.352, 2.232], [3.114, -1.674, 4.174], [7.106, 3.260, 1.030], [6.824, 3.133, 2.770], [5.954, 4.345, 1.818], [6.134, -0.058, 0.798], [4.760, -0.491, 1.806], [6.224, 0.190, 2.547], [4.679, 2.038, -1.083], [4.004, 3.525, -0.399], [3.077, 2.027, -0.329], [3.169, 3.427, 2.821], [3.716, 1.994, 3.758], [4.100, -1.363, 4.473], [2.869, -2.652, 3.787], [3.129, 0.333, 4.633], [-1.240, -0.809, -0.482], [-1.042, -1.338, 1.177], [0.189, -0.951, 1.652], [0.454, -1.318, 2.947], [1.988, -0.519, 4.246], [-0.348, -2.217, 3.639], [0.128, -2.834, 5.182], [-1.591, -2.588, 3.118], [-2.657, -3.614, 3.983], [-1.954, -2.121, 1.848], [-3.443, -2.529, 1.112], [1.400, -3.224, -0.371], [2.075, -1.307, -0.684], [1.605, -0.703, -2.615], [4.113, -1.525, -0.641]], "e_homo_ev": [-8.6347, -8.6401], "homo_lumo_gap_ev": [5.793, 5.795], "charge": 0, "energy_ha": -10113.70909, "fmax_ev_per_a": 2.1}

=====

(5)
{"formula": "C15H14ClNO6S", "method": "wB97M-V/def2-TZVPD", "symbols": ["C", "O", "C", "C", "C", "N", "S", "O", "O", "C", "C", "C", "C", "Cl", "C", "C", "C", "C", "O", "O", "C", "C", "O", "C", "H", "H", "H", "H", "H", "H", "H", "H", "H", "H", "H", "H", "H", "H"], "positions_angstrom": [[-2.283, -3.109, 1.852], [-1.324, -2.082, 2.006], [-1.321, -0.976, 1.234], [-0.378, -0.028, 1.613], [-0.199, 1.168, 0.930], [0.738, 2.080, 1.372], [2.266, 1.603, 1.881], [3.030, 2.805, 1.989], [2.160, 0.744, 3.018], [2.804, 0.654, 0.460], [2.720, -0.724, 0.477], [3.045, -1.439, -0.663], [3.445, -0.752, -1.801], [3.845, -1.637, -3.225], [3.531, 0.634, -1.815], [3.202, 1.340, -0.672], [-1.006, 1.424, -0.194], [-0.830, 2.628, -0.997], [0.010, 3.490, -0.803], [-1.676, 2.730, -2.036], [-1.974, 0.479, -0.563], [-2.150, -0.708, 0.115], [-3.086, -1.645, -0.244], [-3.937, -1.364, -1.329], [-2.198, -3.600, 0.881], [-2.057, -3.823, 2.644], [-3.300, -2.733, 1.979], [0.226, -0.233, 2.480], [0.769, 2.926, 0.806], [2.412, -1.220, 1.383], [2.989, -2.516, -0.673], [3.850, 1.147, -2.709], [3.258, 2.417, -0.641], [-1.490, 3.553, -2.515], [-2.582, 0.712, -1.420], [-4.598, -2.226, -1.405], [-4.532, -0.464, -1.151], [-3.377, -1.254, -2.263]], "smiles": "COc1cc(NS(=O)(=O)c2ccc(Cl)cc2)c(C(=O)O)cc1OC", "e_homo_ev": -8.3711, "homo_lumo_gap_ev": 8.642, "charge": 0, "energy_ha": -1944.57432, "fmax_ev_per_a": 1.3}

=====

(6)
{"formula": "C15H14F2NO5S", "method": "wB97M-V/def2-TZVPD", "symbols": ["C", "C", "O", "C", "C", "C", "C", "O", "O", "H", "H", "H", "H", "H", "H", "H", "H", "H", "F", "C", "F", "S", "N", "C", "O", "C", "C", "C", "C", "C", "C", "C", "O", "H", "H", "H", "H", "H"], "positions_angstrom": [[1.151, -4.542, -1.499], [-0.188, -3.959, -1.021], [-0.130, -2.539, -0.819], [-1.197, -1.874, -0.191], [-1.261, -0.637, -0.943], [-2.191, -0.464, -2.086], [-1.438, 0.080, -3.330], [-3.350, -0.938, -2.169], [-1.861, -2.301, 0.766], [1.123, -5.640, -1.504], [1.458, -4.260, -2.515], [1.952, -4.234, -0.833], [-0.935, -4.191, -1.788], [-0.446, -4.397, -0.047], [-0.281, -0.483, -1.386], [-0.405, -0.328, -3.397], [-1.993, -0.257, -4.237], [-1.324, 1.192, -3.357], [-0.268, 4.356, 6.071], [-0.113, 4.053, 4.718], [1.216, 4.121, 4.393], [-0.884, 2.385, 4.385], [-0.187, 2.012, 2.830], [0.755, 1.014, 2.676], [1.366, 0.435, 3.553], [0.865, 0.878, 1.171], [0.080, 1.847, 0.538], [0.229, 2.139, -0.829], [1.203, 1.424, -1.565], [1.882, 0.355, -0.924], [1.811, 0.159, 0.465], [-0.592, 2.619, 1.637], [-1.290, 3.612, 1.542], [-0.639, 4.804, 4.112], [-0.361, 2.912, -1.312], [1.335, 1.687, -2.650], [2.439, -0.488, -1.410], [2.470, -0.550, 0.956]], "e_homo_ev": -3.2354, "homo_lumo_gap_ev": 5.287, "charge": -1, "energy_ha": -1608.86854, "fmax_ev_per_a": 3.0}

=====

(7)
{"formula": "C15H14N2O2S", "method": "wB97M-V/def2-TZVPD", "symbols": ["C", "C", "N", "N", "C", "C", "C", "C", "C", "H", "H", "H", "H", "H", "H", "C", "C", "C", "C", "S", "C", "C", "O", "O", "C", "C", "H", "H", "H", "H", "H", "H", "H", "H"], "positions_angstrom": [[1.686, 0.556, -2.477], [2.790, 1.297, -2.936], [3.763, 1.875, -3.258], [0.430, 0.978, -2.955], [-0.628, 0.098, -3.051], [-1.901, 0.557, -3.259], [-2.170, 1.935, -3.338], [-1.079, 2.810, -3.265], [0.214, 2.336, -3.118], [1.775, -0.530, -2.447], [-0.353, -0.959, -2.931], [-2.711, -0.174, -3.333], [-3.180, 2.305, -3.455], [-1.205, 3.888, -3.295], [1.070, 3.001, -3.045], [-1.512, -2.909, 4.112], [-2.150, -2.186, 3.091], [-1.480, -1.132, 2.464], [-0.176, -0.828, 2.873], [0.733, 0.487, 2.027], [1.478, -0.437, 0.728], [2.029, 0.232, -0.320], [-0.234, 1.373, 1.443], [1.692, 0.991, 2.972], [0.449, -1.499, 3.927], [-0.228, -2.552, 4.549], [-2.032, -3.732, 4.596], [-3.164, -2.440, 2.768], [-1.922, -0.585, 1.633], [1.506, -1.523, 0.886], [2.877, -0.236, -0.847], [1.902, 1.323, -0.312], [1.465, -1.231, 4.206], [0.265, -3.088, 5.365]], "e_homo_ev": -7.3364, "homo_lumo_gap_ev": 6.678, "charge": 0, "energy_ha": -1238.00596, "fmax_ev_per_a": 2.8}

=====

(8)
{"formula": "C15H14N3O3", "method": "wB97M-V/def2-TZVPD", "symbols": ["C", "O", "C", "C", "C", "N", "C", "O", "C", "C", "C", "C", "C", "C", "C", "O", "C", "C", "C", "N", "N", "H", "H", "H", "H", "H", "H", "H", "H", "H", "H", "H", "H", "H", "H"], "positions_angstrom": [[0.604, -4.435, -1.030], [-0.817, -4.207, -1.066], [-1.219, -2.992, -0.551], [-0.521, -1.804, -0.814], [-0.831, -0.571, -0.151], [-0.069, 0.620, -0.295], [1.184, 0.808, -0.857], [1.727, -0.127, -1.460], [1.858, 2.098, -0.763], [1.141, 3.260, -0.523], [1.799, 4.490, -0.381], [3.186, 4.558, -0.479], [3.915, 3.390, -0.662], [3.263, 2.176, -0.792], [-1.946, -0.527, 0.716], [-2.258, 0.689, 1.259], [-2.949, 0.711, 2.523], [-2.673, -1.697, 0.922], [-2.334, -2.921, 0.321], [-3.076, -4.019, 0.562], [-3.678, -4.991, 0.739], [1.073, -4.062, -0.102], [0.841, -5.510, -1.027], [1.086, -3.986, -1.870], [0.276, -1.801, -1.586], [-0.499, 1.418, 0.129], [0.057, 3.226, -0.471], [1.271, 5.445, -0.288], [3.693, 5.558, -0.462], [5.015, 3.431, -0.750], [3.851, 1.274, -0.955], [-2.543, -0.015, 3.233], [-2.892, 1.718, 2.948], [-4.030, 0.488, 2.371], [-3.508, -1.695, 1.611]], "smiles": "COc1cc(NC(=O)c2ccccc2)c(OC)cc1[N+]#N", "e_homo_ev": -12.0480, "homo_lumo_gap_ev": 6.778, "charge": 1, "energy_ha": -969.67950, "fmax_ev_per_a": 6.7}

=====

Look up the charge of the first one. 0

=====

What is the charge in the third record? +2

=====

What is the formula in the sixth record? C15H14F2NO5S

=====

Repeat the sixth record exactly.
{"formula": "C15H14F2NO5S", "method": "wB97M-V/def2-TZVPD", "symbols": ["C", "C", "O", "C", "C", "C", "C", "O", "O", "H", "H", "H", "H", "H", "H", "H", "H", "H", "F", "C", "F", "S", "N", "C", "O", "C", "C", "C", "C", "C", "C", "C", "O", "H", "H", "H", "H", "H"], "positions_angstrom": [[1.151, -4.542, -1.499], [-0.188, -3.959, -1.021], [-0.130, -2.539, -0.819], [-1.197, -1.874, -0.191], [-1.261, -0.637, -0.943], [-2.191, -0.464, -2.086], [-1.438, 0.080, -3.330], [-3.350, -0.938, -2.169], [-1.861, -2.301, 0.766], [1.123, -5.640, -1.504], [1.458, -4.260, -2.515], [1.952, -4.234, -0.833], [-0.935, -4.191, -1.788], [-0.446, -4.397, -0.047], [-0.281, -0.483, -1.386], [-0.405, -0.328, -3.397], [-1.993, -0.257, -4.237], [-1.324, 1.192, -3.357], [-0.268, 4.356, 6.071], [-0.113, 4.053, 4.718], [1.216, 4.121, 4.393], [-0.884, 2.385, 4.385], [-0.187, 2.012, 2.830], [0.755, 1.014, 2.676], [1.366, 0.435, 3.553], [0.865, 0.878, 1.171], [0.080, 1.847, 0.538], [0.229, 2.139, -0.829], [1.203, 1.424, -1.565], [1.882, 0.355, -0.924], [1.811, 0.159, 0.465], [-0.592, 2.619, 1.637], [-1.290, 3.612, 1.542], [-0.639, 4.804, 4.112], [-0.361, 2.912, -1.312], [1.335, 1.687, -2.650], [2.439, -0.488, -1.410], [2.470, -0.550, 0.956]], "e_homo_ev": -3.2354, "homo_lumo_gap_ev": 5.287, "charge": -1, "energy_ha": -1608.86854, "fmax_ev_per_a": 3.0}